Record 1
A 2-piece molecular cluster, C5H14N2 overall at a distorted geometry, computed with ωB97M-V/def2-TZVPD.

Each line ends with the Löwdin charge.
Atoms and positions in Å:
C -2.130 0.663 1.086  -0.03
C -0.770 0.392 0.534  -0.12
C -0.576 0.126 -0.918  -0.11
C 0.931 0.073 -1.050  -0.33
C 1.683 -1.029 -1.268  0.12
N 1.579 1.385 -0.820  0.23
N -0.284 -1.368 1.362  0.11
H -2.137 1.186 2.042  0.11
H -2.733 1.190 0.380  0.10
H -2.658 -0.274 1.251  0.11
H 0.020 0.821 1.223  0.15
H -1.062 -0.906 -1.152  0.19
H -1.089 0.831 -1.564  0.15
H 2.793 -0.949 -1.392  0.11
H 1.265 -1.902 -1.854  0.13
H 2.333 1.324 -0.095  0.20
H 0.898 2.044 -0.446  0.16
H 2.074 1.875 -1.642  0.24
H -0.660 -2.337 0.841  0.21
H -0.278 -1.719 2.312  0.10
H 0.800 -1.429 1.170  0.13

Atoms 1-3, force components in eV/Å:
C 0.014 -0.504 0.445
C -0.775 -1.241 3.484
C 0.699 -2.096 0.297

Results
* E_HOMO: -0.705 hartree
* LUMO: -8.49 eV
* charge: +2
* 2S+1: 1

=====

Record 2
C8H10IO3S4Se2Ti as an isolated structure, computed with ωB97M-V/def2-TZVPD.

Each line ends with the Löwdin spin population.
Atoms and positions in Å:
Ti 0.920 1.141 -0.373  1.00
O 0.845 3.385 -7.003  0.00
C 0.923 3.006 -5.851  0.00
S 1.353 1.366 -5.379  0.00
C 1.263 1.594 -3.636  0.00
C 0.932 2.823 -3.204  0.00
S 0.867 3.285 -1.530  0.00
S 0.622 4.028 -4.451  0.00
S 1.648 0.280 -2.560  -0.01
O -0.970 -2.012 3.984  0.00
C -1.231 -2.259 2.602  0.00
C -0.632 -1.145 1.732  0.00
C -1.056 -1.550 0.315  0.00
O -0.634 -0.683 -0.733  0.00
C 0.907 -1.143 1.960  0.01
Se 2.103 -1.108 0.385  0.00
C -1.285 0.176 2.168  0.00
Se -1.182 1.750 0.978  -0.02
H -1.336 -2.741 4.490  0.00
H -2.314 -2.311 2.430  0.00
H -0.788 -3.218 2.302  0.00
H -2.150 -1.588 0.274  0.00
H -0.666 -2.552 0.113  0.00
H 0.118 -1.110 -1.181  0.00
H 1.186 -2.040 2.514  0.00
H 1.184 -0.287 2.575  0.00
H -0.857 0.467 3.125  0.00
H -2.353 -0.003 2.329  0.00
I 2.583 2.450 1.623  0.00

Atoms 1-3, force components in eV/Å:
Ti 0.041 0.056 0.354
O -0.018 -0.016 0.033
C 0.043 0.023 -0.052

Results
* E_HOMO (alpha / beta): -0.049 / -0.050 hartree
* LUMO (alpha / beta): 4.34 / 4.34 eV
* charge: -2
* 2S+1: 2
* <S²>: 0.76

=====

Record 3
C18H21BrN2O3Yb as an isolated structure at a distorted geometry, computed with ωB97M-V/def2-TZVPD.

Each line ends with the Löwdin spin population.
Atoms and positions in Å:
C -1.233 -0.834 -1.914  0.00
C -1.427 -1.898 -0.996  0.00
C -2.425 -1.492 -0.025  0.00
H -0.957 -2.879 -1.020  0.00
C -2.629 -0.067 -0.241  0.00
C -1.961 0.295 -1.446  0.00
H -2.051 1.253 -1.954  0.00
H -0.656 -0.885 -2.841  0.00
H -2.621 -2.052 0.931  0.00
H -3.235 0.597 0.381  0.00
Yb -0.806 -0.884 1.345  0.99
Br 1.078 -2.961 1.587  0.00
C 2.432 1.433 0.111  0.00
C 1.587 2.201 -0.773  0.00
C 1.362 1.442 -1.943  0.00
H 1.100 3.122 -0.481  0.00
C 2.058 0.202 -1.806  0.00
C 2.727 0.201 -0.548  0.00
H 3.251 -0.633 -0.096  0.00
H 2.702 1.685 1.151  0.00
H 0.645 1.669 -2.715  0.00
H 2.004 -0.651 -2.475  0.00
C -1.441 3.443 4.213  0.00
C -0.215 3.010 4.982  0.00
C 0.059 1.491 5.035  0.00
C 1.328 1.155 5.923  0.00
C 2.549 1.965 5.647  0.00
C -1.137 0.715 5.658  0.00
O -1.350 0.712 6.878  0.00
N -2.076 0.084 4.859  0.00
C -2.032 0.196 3.494  0.00
O -2.882 -0.256 2.724  0.00
N -0.888 0.738 3.009  0.00
C 0.267 0.998 3.654  0.00
O 1.338 0.816 3.039  0.00
H -1.382 3.160 3.157  0.00
H -1.500 4.530 4.268  0.00
H -2.345 3.023 4.663  0.00
H 0.683 3.508 4.592  0.00
H -0.287 3.291 6.037  0.00
H 0.959 1.307 6.947  0.00
H 1.509 0.076 5.781  0.00
H 2.385 3.017 5.839  0.00
H 3.313 1.618 6.323  0.00
H 2.896 1.823 4.631  0.00
H -2.942 -0.285 5.241  0.00

Atoms 1-3, force components in eV/Å:
C -0.322 0.081 0.743
C -0.823 -0.040 0.013
C -0.033 0.080 -0.943

Results
* E_HOMO (alpha / beta): -0.100 / -0.100 hartree
* LUMO (alpha / beta): 2.08 / 1.65 eV
* charge: -1
* 2S+1: 2
* <S²>: 0.75

=====

Record 4
An isolated molecule of C3H2N2O2S at a distorted geometry, computed with ωB97M-V/def2-TZVPD.

Each line ends with the Löwdin charge.
Atoms and positions in Å:
C 1.724 0.025 -0.042  -0.35
C 0.958 1.244 0.035  -0.02
C -1.029 0.040 -0.050  -0.90
H 3.299 -0.923 0.133  0.13
H 1.473 2.166 0.178  0.12
N -0.315 1.229 -0.060  0.10
N 1.099 -1.148 -0.005  0.15
O 3.043 -0.005 0.008  0.11
O -0.290 -1.119 0.002  -0.09
S -2.638 -0.041 0.025  0.74

Atoms 1-3, force components in eV/Å:
C -2.286 -3.104 0.756
C -0.230 -0.652 -0.516
C 0.875 -0.197 0.100

Results
* E_HOMO: -0.333 hartree
* LUMO: -1.35 eV
* 2S+1: 1

=====

Record 5
An isolated molecule of C2H3N3O3 at a distorted geometry, computed with ωB97M-V/def2-TZVPD.

Each line ends with the Löwdin charge.
Atoms and positions in Å:
C 0.733 0.376 1.099  -0.50
C -0.665 -0.711 -0.249  -0.42
H -1.413 0.810 -2.307  0.13
H -0.197 -0.214 -2.339  0.03
H -1.324 -2.514 -0.555  0.07
N -0.473 0.597 -1.958  0.09
N -0.421 0.625 -0.613  -0.09
N -1.142 -1.627 -0.943  0.21
O 0.786 1.024 -0.025  0.18
O 1.281 0.589 2.207  0.13
O 0.031 -0.768 0.906  0.18

Atoms 1-3, force components in eV/Å:
C 2.931 -0.981 6.340
C 2.126 -0.116 1.622
H 0.716 0.371 0.486

Results
* E_HOMO: -0.399 hartree
* LUMO: 0.67 eV
* 2S+1: 1

=====

Record 6
C2H24HfO17 as an isolated structure at a distorted geometry, computed with ωB97M-V/def2-TZVPD.

Each line ends with the Löwdin charge.
Atoms and positions in Å:
Hf 2.063 0.867 -0.515  1.89
C -0.246 -0.135 -0.609  -0.73
O 0.412 -0.161 0.422  -0.02
O -1.373 -0.804 -0.879  0.15
O 0.306 0.468 -1.513  -0.01
H -1.579 -1.644 -0.458  0.08
C 3.075 -2.110 0.161  -0.75
O 4.227 -2.488 -0.122  0.11
O 2.271 -2.867 0.883  0.17
O 2.631 -1.033 -0.219  -0.11
H 2.894 -3.554 1.067  0.14
O 2.190 2.566 -1.826  -0.05
H 1.470 3.158 -1.979  0.05
H 2.968 2.875 -2.354  0.16
O -0.835 1.638 2.403  -0.04
H -1.021 0.789 2.816  0.07
H -1.720 1.790 1.968  0.05
O -0.309 -2.767 1.995  -0.04
H -0.933 -2.029 2.083  0.00
H 0.561 -2.489 1.711  -0.01
O -3.142 1.239 0.974  -0.03
H -3.234 1.318 -0.013  0.11
H -4.029 1.113 1.291  0.09
O 2.670 0.100 -2.468  -0.07
H 2.040 -0.027 -3.202  0.14
H 3.317 -0.593 -2.749  0.16
O -1.150 -3.420 -0.686  0.00
H -0.939 -3.435 0.239  0.01
H -0.376 -3.110 -1.172  0.06
O -0.497 3.350 -2.098  -0.03
H -0.301 4.022 -1.436  0.05
H -1.318 2.982 -1.699  0.08
O -4.137 -0.867 -1.559  -0.05
H -3.921 -1.362 -2.364  0.06
H -3.242 -0.546 -1.349  -0.02
O -2.583 -1.170 2.034  -0.01
H -2.707 -0.321 1.638  -0.03
H -3.003 -1.858 1.552  0.06
O 2.514 0.862 1.599  -0.02
H 2.204 0.120 2.126  0.13
H 2.764 1.557 2.200  0.13
O 0.743 2.473 0.359  -0.09
H 1.046 3.361 0.620  0.13
H 0.229 2.144 1.127  0.04

Atoms 1-3, force components in eV/Å:
Hf -1.228 -2.512 0.486
C -3.430 -3.935 0.369
O 0.042 -0.254 3.860

Results
* E_HOMO: -0.597 hartree
* LUMO: -8.02 eV
* charge: +2
* 2S+1: 1

=====

Record 7
C37H53N10OPt as an isolated structure at a distorted geometry, computed with ωB97M-V/def2-TZVPD.

Each line ends with the Löwdin charge.
Atoms and positions in Å:
Pt 0.309 0.363 -0.136  1.13
C -1.759 -1.039 -1.470  -0.09
N -2.756 -0.395 -0.643  -0.11
C -3.882 -1.258 -0.321  -0.03
C -2.637 0.823 -0.072  -0.35
N -1.468 1.416 0.099  0.01
C -1.311 2.715 0.635  -0.23
C -2.241 3.746 0.490  -0.04
C -2.121 4.931 1.193  -0.07
C -1.076 5.098 2.087  -0.07
C -0.081 4.141 2.145  -0.04
C -0.134 2.988 1.355  -0.26
N 0.914 2.060 1.338  0.06
C 2.185 2.365 1.506  -0.36
N 3.032 1.405 1.988  -0.14
C 4.310 1.153 1.338  -0.05
C 2.481 0.287 2.731  -0.05
N 2.759 3.566 1.254  -0.13
C 2.225 4.513 0.295  -0.02
C 3.949 4.026 1.949  -0.04
N -3.825 1.386 0.323  -0.18
C -4.074 1.819 1.682  -0.03
C -4.951 1.445 -0.590  -0.04
H -2.153 -1.228 -2.471  0.12
H -1.469 -1.998 -1.032  0.09
H -0.863 -0.411 -1.572  -0.01
H -3.509 -2.264 -0.127  0.10
H -4.598 -1.322 -1.143  0.10
H -4.392 -0.914 0.574  0.09
H -3.079 3.613 -0.177  0.11
H -2.866 5.704 1.065  0.11
H -1.014 5.979 2.710  0.11
H 0.757 4.276 2.817  0.12
H 4.436 1.832 0.498  0.09
H 4.333 0.131 0.954  0.08
H 5.145 1.279 2.030  0.10
H 1.758 0.660 3.452  0.09
H 3.293 -0.204 3.265  0.10
H 1.987 -0.446 2.086  0.05
H 1.469 4.035 -0.316  0.06
H 3.036 4.857 -0.350  0.11
H 1.787 5.384 0.788  0.10
H 4.163 3.387 2.800  0.09
H 3.770 5.042 2.306  0.10
H 4.819 4.046 1.289  0.10
H -3.153 1.797 2.258  0.08
H -4.803 1.153 2.158  0.10
H -4.473 2.835 1.705  0.10
H -4.624 1.179 -1.593  0.10
H -5.332 2.470 -0.622  0.10
H -5.775 0.793 -0.287  0.09
N 3.741 -1.613 -1.504  0.03
C 3.189 -2.640 -0.783  -0.07
C 2.095 -2.116 -0.172  -0.10
N 1.981 -0.793 -0.523  -0.11
C 2.981 -0.522 -1.332  -0.19
H 4.562 -1.681 -2.083  0.18
H 3.593 -3.635 -0.779  0.13
H 1.407 -2.593 0.501  0.09
H 3.178 0.433 -1.788  0.16
N -0.678 -2.389 7.079  0.19
C -0.722 -2.078 5.975  -0.16
C -0.763 -1.665 4.608  -0.21
C -0.882 -0.314 4.287  0.01
C -0.898 0.048 2.952  -0.14
N -0.797 -0.823 1.946  0.04
C -0.706 -2.114 2.268  -0.13
C -0.681 -2.587 3.567  0.01
H -0.970 0.432 5.065  0.13
H -0.985 1.089 2.682  0.08
H -0.668 -2.813 1.440  0.11
H -0.621 -3.645 3.776  0.13
C 2.416 -2.319 -3.462  -0.07
C 1.100 -2.224 -4.240  -0.34
C -0.059 -2.757 -3.394  -0.06
C 0.870 -0.805 -4.720  -0.13
C 1.026 -0.528 -6.067  -0.06
C 0.819 0.741 -6.591  -0.10
C 0.390 1.748 -5.742  -0.06
C 0.207 1.528 -4.388  -0.15
C -0.401 2.620 -3.552  -0.36
C 0.438 2.954 -2.335  -0.09
C -1.835 2.250 -3.153  -0.04
C 0.533 0.252 -3.796  -0.28
O 0.546 0.060 -2.510  -0.26
H 2.543 -3.322 -3.044  0.08
H 2.390 -1.593 -2.653  0.02
H 3.263 -2.105 -4.115  0.10
H 1.181 -2.863 -5.124  0.13
H -0.158 -2.169 -2.484  0.02
H 0.123 -3.799 -3.121  0.08
H -0.993 -2.709 -3.955  0.09
H 1.314 -1.328 -6.742  0.11
H 0.960 0.931 -7.646  0.09
H 0.179 2.731 -6.152  0.11
H -0.464 3.522 -4.169  0.13
H 0.447 2.074 -1.698  0.01
H 0.001 3.809 -1.810  0.08
H 1.464 3.195 -2.619  0.09
H -1.833 1.345 -2.545  0.05
H -2.442 2.071 -4.040  0.09
H -2.287 3.063 -2.577  0.07

Atoms 1-3, force components in eV/Å:
Pt 0.173 1.300 0.188
C -0.322 0.021 0.585
N -0.056 0.142 0.169

Results
* E_HOMO: -0.316 hartree
* LUMO: -3.34 eV
* charge: +1
* 2S+1: 1

=====

The records above give, respectively, E_tot values of -307.67933 -8079.54324 -4766.53225 -773.60619 -467.89311 -1417.33048 -2183.49989 a.u..